# 1
Formula: C22H47N3PPdS4
Source: the OMol25 dataset
Level of theory: ωB97M-V with the def2-TZVPD basis set

For the HOMO energy (alpha / beta), the calculation gives -10.84 / -10.85 eV. As for the HOMO-LUMO gap (alpha / beta): 5.47 / 5.47 eV. The value obtained for the calculated total energy is -84150.26933 eV. Its charge is +1. As for the spin multiplicity: 1. The value obtained for the LUMO energy (alpha / beta) is -5.377 / -5.379 eV. As for the energy relative to the best compared isomer or geometry (same formula, charge and spin): 5.1 kcal per mole. The calculation puts the largest force on an atom at 1.224 eV/Å.

Last column: Mulliken charge in e.
Element x y z (Å)
1 Pd 1.514 -0.487 0.802  0.22
2 S 5.890 -1.249 0.053  -0.13
3 C 4.362 -0.847 0.318  0.28
4 S 3.607 -0.112 1.700  -0.22
5 S 3.028 -1.052 -0.810  -0.34
6 C -2.917 -1.207 -0.680  -1.74
7 C -2.752 -1.622 0.793  1.90
8 C -2.895 -0.339 1.627  -2.01
9 C -3.873 -2.597 1.174  -1.84
10 P -1.025 -2.322 1.070  2.15
11 N -0.063 -1.391 0.154  -0.73
12 C -0.568 -2.315 2.901  1.45
13 C 0.724 -3.127 3.093  -1.84
14 C -0.264 -0.894 3.413  -1.23
15 C -1.665 -2.909 3.799  -1.88
16 C -0.813 -4.041 0.332  1.70
17 C -1.439 -5.146 1.192  -1.80
18 C -1.478 -4.062 -1.052  -1.88
19 C 0.684 -4.331 0.118  -1.69
20 H -3.814 -0.586 -0.748  0.52
21 H -3.059 -2.052 -1.346  0.33
22 H -2.064 -0.628 -1.031  0.25
23 H -3.813 0.163 1.314  0.65
24 H -2.061 0.347 1.463  0.29
25 H -2.989 -0.541 2.691  0.27
26 H -4.826 -2.069 1.078  0.52
27 H -3.800 -2.953 2.199  0.30
28 H -3.914 -3.457 0.509  0.27
29 H 1.521 -2.806 2.420  0.33
30 H 0.570 -4.196 2.972  0.28
31 H 1.077 -2.963 4.113  0.59
32 H 0.523 -0.376 2.854  -0.18
33 H 0.101 -0.985 4.439  0.56
34 H -1.126 -0.237 3.425  0.28
35 H -1.977 -3.904 3.485  0.31
36 H -2.545 -2.270 3.853  0.29
37 H -1.265 -2.995 4.812  0.54
38 H -2.496 -4.976 1.393  0.30
39 H -0.921 -5.288 2.137  0.29
40 H -1.360 -6.084 0.638  0.52
41 H -2.563 -4.020 -0.992  0.28
42 H -1.220 -5.010 -1.527  0.64
43 H -1.116 -3.255 -1.689  0.36
44 H 1.195 -4.618 1.032  0.30
45 H 1.208 -3.487 -0.330  0.38
46 H 0.763 -5.171 -0.574  0.54
47 C 4.849 2.385 -1.522  -0.63
48 C 4.477 3.090 -2.826  -0.75
49 C 3.018 3.535 -2.931  -0.61
50 C 1.995 2.398 -2.891  -0.53
51 N 1.716 1.970 -1.511  0.27
52 C 0.732 2.201 -0.666  0.81
53 S 1.017 1.819 1.029  -0.43
54 N -0.452 2.735 -0.934  0.00
55 C -1.018 3.217 -2.201  -1.36
56 C -0.583 4.627 -2.595  0.00
57 C -1.262 5.752 -1.814  -0.69
58 C -0.907 5.815 -0.330  -0.96
59 H 5.930 2.283 -1.436  0.42
60 H 4.448 1.367 -1.472  -0.07
61 H 4.500 2.941 -0.647  0.29
62 H 4.708 2.435 -3.672  0.36
63 H 5.105 3.974 -2.949  0.36
64 H 2.880 4.076 -3.870  0.42
65 H 2.787 4.241 -2.126  0.29
66 H 2.381 1.521 -3.415  0.44
67 H 1.078 2.685 -3.386  0.17
68 H 2.514 1.536 -1.064  -0.34
69 H -1.029 2.838 -0.114  0.26
70 H -2.100 3.187 -2.073  0.58
71 H -0.786 2.491 -2.977  0.44
72 H -0.806 4.751 -3.659  0.37
73 H 0.502 4.715 -2.493  -0.01
74 H -2.346 5.666 -1.932  0.34
75 H -0.984 6.696 -2.285  0.37
76 H -1.377 5.016 0.247  0.22
77 H -1.246 6.755 0.106  0.39
78 H 0.173 5.749 -0.175  0.22

***

# 2
Formula: C26H24F5NOP2Pr
Source: the OMol25 dataset
Level of theory: ωB97M-V with the def2-TZVPD basis set

For the HOMO energy (alpha / beta), the calculation gives -10.66 / -10.64 eV. As for the HOMO-LUMO gap (alpha / beta): 7.32 / 7.41 eV. The value obtained for the calculated total energy is -77117.20538 eV. Its charge is +1. As for the spin multiplicity: 3. The value obtained for the LUMO energy (alpha / beta) is -3.345 / -3.231 eV. As for the energy relative to the best compared isomer or geometry (same formula, charge and spin): 0.0 kcal per mole. The calculation puts the largest force on an atom at 2.349 eV/Å.

Last column: Mulliken spin population.
Element x y z (Å)
1 C -0.918 3.533 -2.213  0.00
2 C -0.773 2.189 -1.879  0.00
3 C 0.546 1.661 -1.818  0.00
4 C 1.641 2.422 -2.225  -0.01
5 C 1.468 3.761 -2.570  0.00
6 C 0.190 4.319 -2.544  0.00
7 C 3.029 1.802 -2.115  0.00
8 C 2.980 0.285 -2.239  -0.01
9 C 1.822 -0.370 -1.820  0.00
10 C 1.733 -1.789 -1.870  0.00
11 C 2.875 -2.501 -2.229  0.00
12 C 4.059 -1.842 -2.575  0.00
13 C 4.111 -0.448 -2.588  0.00
14 H -1.918 3.972 -2.212  0.00
15 H 2.349 4.345 -2.847  0.00
16 H 0.056 5.370 -2.795  0.00
17 H 3.665 2.207 -2.909  0.00
18 H 2.835 -3.593 -2.237  0.00
19 H 4.942 -2.418 -2.846  0.00
20 H 5.021 0.093 -2.859  0.00
21 N 0.786 0.395 -1.241  -0.02
22 Pr 0.648 0.253 0.936  2.06
23 C -1.966 1.302 -1.578  0.00
24 H -1.909 0.360 -2.149  0.00
25 H -2.904 1.821 -1.822  0.00
26 C 0.433 -2.490 -1.537  0.00
27 H -0.410 -2.013 -2.064  0.00
28 H 0.482 -3.552 -1.813  0.00
29 P -2.067 0.813 0.208  0.00
30 P -0.005 -2.430 0.274  0.00
31 C 1.191 -3.628 0.950  0.00
32 H 1.166 -3.562 2.046  0.00
33 H 0.912 -4.643 0.640  0.00
34 H 2.207 -3.397 0.605  0.00
35 C -1.553 -3.380 0.302  0.00
36 H -1.342 -4.432 0.068  0.00
37 H -1.985 -3.316 1.309  0.00
38 H -2.272 -2.969 -0.418  0.00
39 C -2.701 2.363 0.926  0.00
40 H -3.729 2.525 0.577  0.00
41 H -2.694 2.290 2.022  0.00
42 H -2.068 3.209 0.632  0.00
43 C -3.550 -0.245 0.242  0.00
44 H -3.562 -0.784 1.200  0.00
45 H -4.453 0.378 0.164  0.00
46 H -3.524 -0.981 -0.573  0.00
47 C 3.603 2.129 -0.803  0.00
48 O 3.119 1.829 0.286  0.00
49 H 4.514 2.667 -1.121  0.00
50 F -0.930 -2.961 3.450  0.00
51 C -1.134 -1.655 3.802  0.01
52 C -0.580 -0.620 3.081  -0.02
53 C -0.737 0.659 3.599  0.00
54 F -0.080 1.742 2.960  0.00
55 C -1.512 0.949 4.721  0.00
56 F -1.693 2.230 5.112  0.00
57 C -2.118 -0.109 5.394  0.00
58 F -2.890 0.119 6.478  0.00
59 C -1.918 -1.415 4.937  0.00
60 F -2.491 -2.447 5.591  0.00

***

# 3
Formula: C5H7NO
Source: the OMol25 dataset
Level of theory: ωB97M-V with the def2-TZVPD basis set

For the HOMO energy, the calculation gives -8.57 eV. As for the HOMO-LUMO gap: 9.40 eV. The value obtained for the calculated total energy is -8829.86876 eV. As for the spin multiplicity: 1. The value obtained for the LUMO energy is 0.828 eV. As for the energy relative to the best compared isomer or geometry (same formula, charge and spin): 146.1 kcal per mole. The calculation puts the largest force on an atom at 1.012 eV/Å.

Last column: Mulliken charge in e.
Element x y z (Å)
1 N 2.193 -1.761 0.593  -0.22
2 C 1.198 -1.147 0.424  0.00
3 O 1.415 0.600 -0.862  -0.53
4 C 0.654 1.504 -0.491  -0.29
5 C -1.164 0.667 0.347  -0.53
6 C -1.485 -0.460 -0.582  -0.47
7 C -0.913 -0.575 0.781  -0.12
8 H 3.169 -1.835 0.372  0.28
9 H 0.006 2.014 -1.221  0.34
10 H 0.847 2.058 0.444  0.30
11 H -1.615 1.567 0.736  0.42
12 H -0.809 -0.608 -1.433  0.17
13 H -2.508 -0.805 -0.751  0.25
14 H -0.988 -1.219 1.643  0.42

***

# 4
Formula: C20H20ClMnN4O4
Source: the OMol25 dataset
Level of theory: ωB97M-V with the def2-TZVPD basis set

For the HOMO energy (alpha / beta), the calculation gives -10.44 / -10.44 eV. As for the HOMO-LUMO gap (alpha / beta): 7.15 / 6.33 eV. The value obtained for the calculated total energy is -79044.56590 eV. Its charge is +1. As for the spin multiplicity: 6. The value obtained for the LUMO energy (alpha / beta) is -3.289 / -4.105 eV. The calculation puts the largest force on an atom at 3.007 eV/Å.

Last column: Mulliken spin population.
Element x y z (Å)
1 Mn 0.944 -0.908 1.783  4.94
2 Cl -0.408 -0.179 -1.370  0.01
3 O 0.977 0.183 -1.563  0.00
4 O -0.502 -0.433 0.079  0.01
5 O -1.331 0.864 -1.679  0.00
6 O -0.684 -1.351 -2.146  0.00
7 N 2.846 -0.923 0.888  -0.01
8 C 3.707 -1.940 1.199  0.01
9 C 5.025 -2.008 0.801  -0.01
10 C 5.462 -0.966 -0.007  0.01
11 C 4.645 0.060 -0.386  0.00
12 C 3.369 0.082 0.172  0.03
13 H 3.314 -2.760 1.789  0.00
14 H 5.637 -2.807 1.189  0.00
15 H 6.480 -0.961 -0.384  0.00
16 H 5.072 0.893 -0.923  0.00
17 H 2.724 0.924 -0.036  -0.01
18 N 1.159 1.216 2.038  -0.05
19 C 2.170 1.634 2.855  0.01
20 C 2.359 2.908 3.327  0.00
21 C 1.489 3.898 2.903  0.00
22 C 0.416 3.543 2.085  0.00
23 C 0.388 2.243 1.607  0.03
24 H 2.803 0.855 3.270  -0.01
25 H 3.085 3.150 4.090  0.00
26 H 1.545 4.909 3.284  0.00
27 H -0.367 4.251 1.863  0.00
28 H -0.496 1.938 1.057  0.00
29 N -2.230 -1.352 -6.194  0.00
30 C -2.679 -1.265 -7.454  0.00
31 C -3.765 -0.451 -7.756  0.00
32 C -4.509 0.142 -6.754  0.00
33 C -4.007 0.115 -5.472  0.00
34 C -2.857 -0.658 -5.256  0.00
35 H -2.172 -1.786 -8.254  0.00
36 H -4.084 -0.275 -8.777  0.00
37 H -5.294 0.816 -7.076  0.00
38 H -4.459 0.682 -4.670  0.00
39 H -2.553 -0.816 -4.227  0.00
40 N -0.827 -0.989 3.002  -0.02
41 C -1.982 -1.552 2.593  0.02
42 C -3.100 -1.708 3.406  0.00
43 C -3.027 -1.393 4.740  0.01
44 C -1.846 -0.800 5.238  0.00
45 C -0.834 -0.659 4.331  0.01
46 H -1.988 -1.915 1.572  0.00
47 H -4.005 -2.087 2.955  0.00
48 H -3.935 -1.493 5.319  0.00
49 H -1.797 -0.628 6.301  0.00
50 H 0.119 -0.245 4.650  0.01

***

# 5
Formula: C6H10O3S
Source: the OMol25 dataset
Level of theory: ωB97M-V with the def2-TZVPD basis set

For the HOMO energy, the calculation gives -8.66 eV. As for the HOMO-LUMO gap: 9.45 eV. The value obtained for the calculated total energy is -23358.25110 eV. As for the spin multiplicity: 1. The value obtained for the LUMO energy is 0.792 eV. As for the energy relative to the best compared isomer or geometry (same formula, charge and spin): 55.9 kcal per mole. The calculation puts the largest force on an atom at 5.835 eV/Å.

Last column: Mulliken charge in e.
Element x y z (Å)
1 C 1.040 0.092 0.350  0.41
2 C -1.281 1.601 -0.309  -0.69
3 C -0.698 1.051 -1.595  -0.54
4 C -0.590 0.308 -0.382  0.49
5 C 3.068 -0.785 -0.604  -0.74
6 C -2.064 -0.623 1.682  -0.89
7 O 1.347 0.432 1.423  -0.53
8 O -0.775 -2.373 0.108  -0.61
9 O 1.651 -0.473 -0.642  -0.21
10 S -1.613 -1.206 -0.062  0.42
11 H -0.634 2.036 0.385  0.33
12 H -2.327 1.809 -0.086  0.27
13 H -1.359 0.804 -2.377  0.28
14 H 0.204 1.574 -1.934  0.17
15 H 3.682 0.034 -0.278  0.32
16 H 3.339 -1.116 -1.601  0.26
17 H 3.265 -1.687 -0.027  0.32
18 H -1.360 0.171 1.806  0.25
19 H -1.791 -1.283 2.509  0.36
20 H -3.102 -0.366 1.636  0.33

***

# 6
Formula: C7H9FO2
Source: the OMol25 dataset
Level of theory: ωB97M-V with the def2-TZVPD basis set

For the HOMO energy (alpha / beta), the calculation gives -4.96 / -9.00 eV. As for the HOMO-LUMO gap (alpha / beta): 5.78 / 6.99 eV. The value obtained for the calculated total energy is -14211.00703 eV. As for the spin multiplicity: 3. The value obtained for the LUMO energy (alpha / beta) is 0.821 / -2.010 eV. As for the energy relative to the best compared isomer or geometry (same formula, charge and spin): 69.6 kcal per mole. The calculation puts the largest force on an atom at 8.080 eV/Å.

Last column: Mulliken spin population.
Element x y z (Å)
1 C 0.944 0.688 -1.033  0.42
2 C -0.061 1.550 -0.809  0.52
3 C 1.373 -0.385 -0.166  0.06
4 C -0.852 1.809 0.436  -0.10
5 C 1.419 -0.307 1.173  0.54
6 C -1.290 0.810 1.217  0.32
7 C -1.448 -1.091 -0.190  0.03
8 O 1.981 -1.415 1.811  0.09
9 O -1.233 -0.506 1.073  0.03
10 F -2.050 1.053 2.339  0.01
11 H 1.473 0.814 -2.029  0.04
12 H -0.318 2.369 -1.593  0.01
13 H 1.761 -1.279 -0.582  0.01
14 H -1.068 2.846 0.608  0.00
15 H 1.074 0.541 1.728  0.02
16 H -1.449 -2.194 -0.154  -0.01
17 H -0.603 -0.819 -0.738  0.00
18 H -2.308 -0.600 -0.763  0.01
19 H 2.103 -1.267 2.708  -0.01

***

- Which value of calculated total energy does entry 3 give?
  -8829.86876 eV

***

Please write out number 6 again, unchanged.
Formula: C7H9FO2
Source: the OMol25 dataset
Level of theory: ωB97M-V with the def2-TZVPD basis set

For the HOMO energy (alpha / beta), the calculation gives -4.96 / -9.00 eV. As for the HOMO-LUMO gap (alpha / beta): 5.78 / 6.99 eV. The value obtained for the calculated total energy is -14211.00703 eV. As for the spin multiplicity: 3. The value obtained for the LUMO energy (alpha / beta) is 0.821 / -2.010 eV. As for the energy relative to the best compared isomer or geometry (same formula, charge and spin): 69.6 kcal per mole. The calculation puts the largest force on an atom at 8.080 eV/Å.

Last column: Mulliken spin population.
Element x y z (Å)
1 C 0.944 0.688 -1.033  0.42
2 C -0.061 1.550 -0.809  0.52
3 C 1.373 -0.385 -0.166  0.06
4 C -0.852 1.809 0.436  -0.10
5 C 1.419 -0.307 1.173  0.54
6 C -1.290 0.810 1.217  0.32
7 C -1.448 -1.091 -0.190  0.03
8 O 1.981 -1.415 1.811  0.09
9 O -1.233 -0.506 1.073  0.03
10 F -2.050 1.053 2.339  0.01
11 H 1.473 0.814 -2.029  0.04
12 H -0.318 2.369 -1.593  0.01
13 H 1.761 -1.279 -0.582  0.01
14 H -1.068 2.846 0.608  0.00
15 H 1.074 0.541 1.728  0.02
16 H -1.449 -2.194 -0.154  -0.01
17 H -0.603 -0.819 -0.738  0.00
18 H -2.308 -0.600 -0.763  0.01
19 H 2.103 -1.267 2.708  -0.01

***

Please write out number 6 again, unchanged.
Formula: C7H9FO2
Source: the OMol25 dataset
Level of theory: ωB97M-V with the def2-TZVPD basis set

For the HOMO energy (alpha / beta), the calculation gives -4.96 / -9.00 eV. As for the HOMO-LUMO gap (alpha / beta): 5.78 / 6.99 eV. The value obtained for the calculated total energy is -14211.00703 eV. As for the spin multiplicity: 3. The value obtained for the LUMO energy (alpha / beta) is 0.821 / -2.010 eV. As for the energy relative to the best compared isomer or geometry (same formula, charge and spin): 69.6 kcal per mole. The calculation puts the largest force on an atom at 8.080 eV/Å.

Last column: Mulliken spin population.
Element x y z (Å)
1 C 0.944 0.688 -1.033  0.42
2 C -0.061 1.550 -0.809  0.52
3 C 1.373 -0.385 -0.166  0.06
4 C -0.852 1.809 0.436  -0.10
5 C 1.419 -0.307 1.173  0.54
6 C -1.290 0.810 1.217  0.32
7 C -1.448 -1.091 -0.190  0.03
8 O 1.981 -1.415 1.811  0.09
9 O -1.233 -0.506 1.073  0.03
10 F -2.050 1.053 2.339  0.01
11 H 1.473 0.814 -2.029  0.04
12 H -0.318 2.369 -1.593  0.01
13 H 1.761 -1.279 -0.582  0.01
14 H -1.068 2.846 0.608  0.00
15 H 1.074 0.541 1.728  0.02
16 H -1.449 -2.194 -0.154  -0.01
17 H -0.603 -0.819 -0.738  0.00
18 H -2.308 -0.600 -0.763  0.01
19 H 2.103 -1.267 2.708  -0.01